188
Properties=species:S:1:pos:R:3 method="wB97M-V/def2-TZVPD" homo_energy_ev=-7.9 largest_force_ev_per_a=3.719 lumo_energy_ev=-0.503
K -4.63148 1.91153 -1.03239
C 0.30787 0.27887 0.47970
F -0.33206 -0.57058 1.27525
F 0.77519 1.27031 1.29564
F 1.33283 -0.32304 -0.07230
S -0.86234 0.99492 -0.90040
O -0.02792 1.91105 -1.63891
O -1.19338 -0.17800 -1.71989
O -2.05967 1.62333 -0.28511
O -1.00916 -4.34042 -1.18585
P -0.07532 -5.27941 -0.47184
N 0.76743 -4.83916 0.99186
C 0.03438 -4.81179 2.26365
C 1.86657 -3.85741 1.01358
N 1.15441 -5.66664 -1.49268
C 2.27840 -6.49593 -1.17263
C 0.90053 -5.63141 -2.88911
N -0.77920 -6.81968 -0.11273
C -2.17287 -6.91668 0.10466
C 0.02286 -8.01550 0.27697
H -0.68060 -3.99671 2.15155
H 0.70799 -4.55662 3.08172
H -0.51816 -5.71150 2.53443
H 1.61695 -3.03026 0.34905
H 2.76655 -4.28466 0.57134
H 2.15196 -3.56821 2.02503
H 2.54531 -6.51830 -0.11605
H 2.28743 -7.51053 -1.57089
H 3.16680 -6.11072 -1.67310
H 1.85112 -5.42285 -3.38000
H 0.59482 -6.63275 -3.19230
H 0.23806 -4.79199 -3.10033
H -2.42408 -6.71153 1.14529
H -2.77692 -6.15963 -0.39542
H -2.53140 -7.91542 -0.14449
H -0.54651 -8.86810 0.64709
H 0.65080 -7.72353 1.11872
H 0.69917 -8.36874 -0.50144
O 6.83786 1.15404 -0.47082
P 5.99730 2.01338 -1.32019
N 5.79467 1.42428 -2.91920
C 5.15741 2.21356 -3.96463
C 5.84255 -0.02062 -3.10114
N 6.58720 3.61894 -1.49346
C 6.51556 4.58143 -0.40374
C 7.79997 3.94004 -2.18423
N 4.39490 2.23934 -0.69720
C 3.34544 3.02322 -1.36798
C 3.97876 1.45592 0.47270
H 5.32542 3.27220 -3.76679
H 4.10045 1.94778 -3.98196
H 5.51030 2.08809 -4.98827
H 5.94768 -0.25671 -4.16006
H 4.98655 -0.46076 -2.58962
H 6.58617 -0.56551 -2.51956
H 5.50282 4.59734 -0.00099
H 7.20665 4.43947 0.42714
H 6.61694 5.63184 -0.67662
H 8.68534 3.67659 -1.60560
H 7.75642 3.51059 -3.18512
H 7.88140 5.01807 -2.32318
H 3.61461 3.99318 -1.78611
H 2.90608 2.49528 -2.21435
H 2.51734 3.23372 -0.69120
H 4.06157 2.07026 1.36928
H 4.57001 0.54151 0.52149
H 2.91599 1.21493 0.44990
O -3.40881 -2.49703 5.65647
P -2.33655 -1.86965 6.40414
N -1.04830 -2.99313 6.74887
C -1.18894 -4.34953 6.15881
C 0.20964 -2.70496 7.35872
N -2.81453 -1.20343 7.90468
C -4.22212 -1.17777 8.26866
C -1.88309 -0.39238 8.71962
N -1.62389 -0.54298 5.54380
C -0.82700 -0.81245 4.38927
C -2.44995 0.65711 5.38875
H -2.15581 -4.71092 6.50903
H -0.33126 -5.00020 6.32946
H -1.30477 -4.29049 5.07659
H 0.16171 -2.22301 8.33522
H 0.68438 -2.05991 6.61938
H 0.89136 -3.54390 7.49844
H -4.31852 -1.17977 9.35439
H -4.62830 -0.26877 7.82501
H -4.62709 -2.06483 7.78159
H -2.24258 0.61118 8.94705
H -1.85281 -0.94724 9.65735
H -0.86917 -0.18313 8.37864
H -0.42816 0.12674 4.00594
H -0.03759 -1.51772 4.64912
H -1.43994 -1.36400 3.67640
H -3.03571 0.59288 4.47179
H -1.79141 1.52402 5.44277
H -3.17902 0.77829 6.18991
O 3.52858 -0.38587 -6.22308
C 2.84695 -0.64231 -5.24275
O 2.32324 0.31252 -4.41925
C 1.68420 -0.15783 -3.25721
C 2.29508 -1.54686 -3.22394
C 2.55398 -2.02830 -4.72741
H 0.61120 -0.10237 -3.44075
H 1.88616 0.44782 -2.37375
H 1.61701 -2.19573 -2.66960
H 3.23012 -1.66980 -2.67739
H 1.65000 -2.44781 -5.16892
H 3.41597 -2.66046 -4.94064
O -2.81305 3.54969 -5.11077
C -1.62238 3.44601 -5.34442
O -0.96737 4.01261 -6.46367
C 0.40768 3.99465 -6.21737
C 0.62114 2.72410 -5.42679
C -0.60101 2.68403 -4.52241
H 0.70414 4.90118 -5.68972
H 0.93467 4.02604 -7.17100
H 1.52791 2.78919 -4.82544
H 0.71094 1.77505 -5.95530
H -0.61020 3.26017 -3.59715
H -1.02294 1.69036 -4.37182
C -1.52021 6.99186 -0.28043
C -0.49806 5.95998 -0.90003
C 0.64814 5.66741 0.05156
O 1.44196 6.81206 0.56847
C 2.66851 6.40225 1.22718
N -1.22795 4.71478 -1.17207
H -1.93231 6.67289 0.67692
H -2.24506 7.35177 -1.01060
H -0.94888 7.88812 -0.03879
H -0.09536 6.30616 -1.85192
H 1.34206 5.02301 -0.48817
H 0.32000 4.99017 0.84009
H 3.44173 5.90061 0.64531
H 2.51164 5.69770 2.04395
H 3.13551 7.17650 1.83592
H -1.60365 4.17493 -0.40558
H -0.47103 4.11169 -1.46093
C -3.43005 -1.82548 1.42145
C -4.37141 -1.59673 0.16240
C -5.19681 -2.94407 -0.11003
O -5.63517 -2.71949 -1.45019
C -6.26167 -3.91043 -1.95082
N -5.30227 -0.52980 0.45101
H -3.95992 -2.19803 2.29812
H -2.78649 -0.97209 1.63508
H -2.74995 -2.61532 1.10253
H -3.73731 -1.33892 -0.68586
H -6.02947 -3.18629 0.55035
H -4.52739 -3.78266 0.08163
H -7.16024 -4.25766 -1.44082
H -5.66806 -4.81414 -2.08885
H -6.48248 -3.72594 -3.00215
H -5.62530 -0.66136 1.39886
H -6.05312 -0.85285 -0.14226
C -1.58290 3.37729 2.69720
C -2.24061 3.94101 3.92159
C -2.23143 5.51363 3.84043
O -0.88441 5.78785 4.22606
C -0.52151 7.17676 3.99061
N -3.61584 3.44316 3.92744
H -1.49613 2.29430 2.60954
H -0.57544 3.79146 2.65704
H -2.11982 3.75571 1.82737
H -1.73500 3.64055 4.83930
H -2.95968 5.96919 4.51143
H -2.38478 5.88882 2.82860
H -0.73086 7.57969 2.99969
H 0.56536 7.25759 4.00699
H -0.93586 7.90151 4.69144
H -3.67804 2.45183 3.74442
H -3.96841 3.49795 4.87231
C -2.06585 -3.78371 -4.73787
C -1.59289 -2.52618 -4.09969
C -1.63080 -1.28322 -5.11012
O -0.52164 -1.25613 -6.00203
C -0.64507 -0.48378 -7.18316
N -2.47861 -2.25870 -2.99863
H -1.28988 -4.18248 -5.39128
H -3.00068 -3.81588 -5.29747
H -2.04943 -4.58245 -3.99634
H -0.61653 -2.70952 -3.65114
H -1.56738 -0.32033 -4.60325
H -2.60603 -1.24178 -5.59522
H -1.62372 -0.70005 -7.61161
H 0.14859 -0.66871 -7.90703
H -0.78392 0.57691 -6.97397
H -2.36861 -3.06385 -2.39884
H -2.05562 -1.50184 -2.48062